ORCA calculation (the ωB97M-V functional and the def2-TZVPD basis) on a molecular structure, C45H53CrO4P2SSi3Te.

Structure (XYZ):
```
110
Properties=species:S:1:pos:R:3
Cr 0.40446 -0.40316 0.14090
C -0.13316 2.86096 1.75124
Si 0.11491 2.03036 0.08550
C 1.69086 2.75985 -0.69238
C 2.00250 4.11748 -0.57719
C 3.17664 4.63364 -1.10180
C 4.08123 3.79709 -1.74672
C 3.80094 2.44676 -1.86622
C 2.61175 1.93574 -1.34717
P 2.19439 0.17655 -1.52269
C 1.84812 -0.03958 -3.29653
C 1.64880 1.04086 -4.15041
C 1.35952 0.82678 -5.49276
C 1.28319 -0.46442 -5.99258
C 1.47555 -1.54692 -5.14242
C 1.74465 -1.33661 -3.80100
C 3.76574 -0.72078 -1.27185
C 4.63447 -1.01559 -2.32372
C 5.82721 -1.67844 -2.07813
C 6.16186 -2.05184 -0.78373
C 5.30445 -1.75849 0.26614
C 4.10938 -1.09527 0.02785
C -1.37857 2.53188 -0.97191
C -1.70858 3.85743 -1.26518
C -2.86859 4.17081 -1.95440
C -3.73452 3.16086 -2.36090
C -3.42787 1.84002 -2.08462
C -2.25584 1.53063 -1.39258
P -1.81866 -0.19895 -1.02511
C -2.39002 -1.00104 -2.56468
C -1.68970 -0.70759 -3.73451
C -2.13276 -1.18909 -4.95555
C -3.27479 -1.97547 -5.02251
C -3.97314 -2.27592 -3.86195
C -3.53679 -1.78723 -2.63735
C -2.99314 -0.75377 0.23987
C -3.87385 0.10142 0.88934
C -4.68841 -0.38513 1.90376
C -4.62923 -1.72132 2.26799
C -3.74356 -2.57733 1.62514
C -2.92252 -2.09054 0.62390
H -0.45243 3.89899 1.61296
H 0.78286 2.84152 2.33944
H -0.90446 2.34160 2.32151
H 1.32702 4.78010 -0.04770
H 3.39789 5.68836 -0.99662
H 5.00655 4.19578 -2.14174
H 4.51100 1.78670 -2.35028
H 1.71955 2.05247 -3.77101
H 1.20613 1.67443 -6.14803
H 1.07282 -0.63011 -7.04153
H 1.40964 -2.55630 -5.52758
H 1.88765 -2.18512 -3.13995
H 4.37579 -0.73548 -3.33704
H 6.49510 -1.90569 -2.89919
H 7.09118 -2.57397 -0.59499
H 5.55716 -2.05062 1.27673
H 3.44618 -0.85959 0.85656
H -1.04739 4.65835 -0.95279
H -3.10396 5.20444 -2.17548
H -4.64243 3.40652 -2.89636
H -4.09102 1.04726 -2.41269
H -0.80030 -0.08714 -3.69558
H -1.58086 -0.94763 -5.85475
H -3.61971 -2.35162 -5.97711
H -4.86725 -2.88484 -3.90648
H -4.10127 -2.01121 -1.74218
H -3.91920 1.14782 0.61484
H -5.36586 0.28643 2.41480
H -5.26282 -2.09493 3.06180
H -3.67878 -3.61810 1.91898
H -2.19927 -2.74086 0.14253
O 0.75845 0.49943 3.82140
S 0.87565 -0.35921 2.68608
O 1.67293 0.29440 1.53926
O -0.45598 -0.54292 1.93812
O 1.45294 -1.67018 2.93190
C -1.91155 -5.71976 -1.07952
Si -0.32197 -5.34750 -2.01601
C -0.58341 -3.93632 -3.20992
C 0.17291 -6.89523 -2.96686
C 1.11702 -4.97229 -0.85506
Te 1.23408 -3.26360 0.47631
C -0.27687 -3.96064 1.80973
Si 0.25547 -5.16482 3.17288
C 1.69185 -6.23931 2.60411
C -1.24519 -6.26372 3.47948
C 0.70489 -4.24194 4.73433
H -2.69167 -6.02488 -1.78172
H -2.29703 -4.85655 -0.53526
H -1.77155 -6.53673 -0.36727
H -1.60174 -3.92517 -3.60133
H 0.09642 -4.01063 -4.06192
H -0.41158 -2.97370 -2.72885
H -0.59843 -7.18163 -3.68617
H 0.33423 -7.74369 -2.29869
H 1.09744 -6.72723 -3.52418
H 2.05831 -4.95697 -1.41093
H 1.21578 -5.81234 -0.15944
H -1.02875 -4.43641 1.17902
H -0.72523 -3.06216 2.23629
H 1.43328 -6.85342 1.73844
H 1.97670 -6.92308 3.40804
H 2.56848 -5.63920 2.35166
H -1.50362 -6.84249 2.58904
H -2.11728 -5.66545 3.75462
H -1.05921 -6.96851 4.29309
H 1.41986 -3.44356 4.52339
H 1.13223 -4.91895 5.47822
H -0.18341 -3.78412 5.17587
```

Properties
frontier orbital gap (spin up / spin down)	0.293 / 0.282	Eh
ΔE to the lowest compared entry with this formula, charge and spin	0.0	kcal/mol
spin multiplicity	4
HOMO (spin up / spin down)	-7.625 / -7.576	eV
charge	0
LUMO (spin up / spin down)	0.348 / 0.100	eV
total energy	-5309.58041	a.u.

Atomic partial charges in e from the Löwdin method, atoms 1 to 99:
1. Cr 0.15
2. C -0.17
3. Si 0.66
4. C -0.25
5. C -0.08
6. C -0.07
7. C -0.07
8. C -0.08
9. C -0.36
10. P 1.06
11. C -0.36
12. C -0.08
13. C -0.07
14. C -0.09
15. C -0.08
16. C -0.12
17. C -0.34
18. C -0.10
19. C -0.08
20. C -0.08
21. C -0.06
22. C -0.11
23. C -0.26
24. C -0.08
25. C -0.07
26. C -0.07
27. C -0.08
28. C -0.37
29. P 1.07
30. C -0.36
31. C -0.10
32. C -0.07
33. C -0.08
34. C -0.08
35. C -0.08
36. C -0.36
37. C -0.06
38. C -0.07
39. C -0.07
40. C -0.06
41. C -0.13
42. H 0.03
43. H 0.04
44. H 0.04
45. H 0.10
46. H 0.10
47. H 0.10
48. H 0.11
49. H 0.11
50. H 0.11
51. H 0.11
52. H 0.10
53. H 0.11
54. H 0.10
55. H 0.10
56. H 0.10
57. H 0.11
58. H 0.08
59. H 0.10
60. H 0.10
61. H 0.10
62. H 0.11
63. H 0.09
64. H 0.10
65. H 0.10
66. H 0.11
67. H 0.10
68. H 0.11
69. H 0.11
70. H 0.10
71. H 0.11
72. H 0.08
73. O -0.26
74. S 0.31
75. O -0.49
76. O -0.46
77. O -0.40
78. C -0.17
79. Si 0.43
80. C -0.17
81. C -0.18
82. C -0.55
83. Te 1.37
84. C -0.54
85. Si 0.43
86. C -0.19
87. C -0.18
88. C -0.17
89. H 0.04
90. H 0.00
91. H 0.03
92. H 0.03
93. H 0.03
94. H 0.01
95. H 0.03
96. H 0.03
97. H 0.03
98. H 0.01
99. H -0.02